13
Properties=species:S:1:pos:R:3:forces:R:3 method="wB97M-V/def2-TZVPD" lumo_ev=1.10 relative_energy_kcal_mol=121.5
C 1.839 0.206 0.647 0.156 0.022 0.070
O 0.920 -0.783 0.200 0.092 -0.152 0.479
C -0.169 -0.279 -0.381 1.465 2.087 -2.789
C -1.506 -0.847 -0.571 0.444 0.616 -1.215
C -1.325 0.462 0.221 0.306 0.278 -0.311
H 1.381 0.861 1.399 0.044 -0.098 -0.165
H 2.179 0.799 -0.210 -0.007 -0.003 0.130
H 2.680 -0.332 1.087 -0.093 0.123 -0.066
H 0.021 0.237 -1.785 1.278 -0.423 3.623
H -1.144 -0.430 -1.662 -3.926 -2.589 1.505
H -1.867 -1.768 -0.070 0.247 0.664 -0.951
H -1.642 1.375 -0.269 -0.067 0.014 0.209
H -1.380 0.518 1.315 0.061 -0.538 -0.519